# 1
Entry from the Open Molecules 2025 dataset: 3 unconnected molecules or ions with the total composition C5H13NO2 (wB97M-V/def2-TZVPD).

Values from the calculation:
Highest occupied orbital energy (spin up / spin down) in eV: -7.473 / -6.954
ΔE to the lowest compared entry with this formula, charge and spin in kcal per mole: 179.2
Frontier orbital gap (spin up / spin down) in eV: 7.43 / 6.79
Energy in hartree: -403.29096

The geometry in XYZ format:
```
21
Properties=species:S:1:pos:R:3:forces:R:3:mulliken_charge:R:1
C -0.073256 0.283809 -0.205304 0.10 0.02 -0.05 0.33
C -0.172598 -0.122484 1.895708 0.33 0.07 -0.61 -0.49
C 0.956169 -0.962242 -2.655364 -0.07 0.10 0.01 -0.59
C -0.788774 1.590620 -0.359119 0.11 -0.01 0.05 -1.21
C -1.377200 -1.011305 1.951867 -0.05 -0.04 -0.05 -1.01
N 1.198347 0.079266 0.146747 -0.07 0.32 0.58 -0.20
O 0.927880 0.280136 -2.053720 -0.14 -0.02 0.17 -0.65
O 1.841922 1.239510 0.462372 -0.33 -0.44 -0.16 -0.33
H 2.756701 0.956285 0.590441 -0.05 0.00 -0.01 0.38
H -0.578088 -0.632822 -0.472594 0.02 -0.05 0.00 0.44
H 0.725965 -0.552895 2.320697 -0.02 0.01 0.02 0.31
H -0.300318 0.918042 2.176188 0.00 0.01 -0.04 0.39
H 0.648800 -1.786700 -1.973041 0.02 0.03 0.02 0.20
H 0.269125 -1.018121 -3.519997 0.06 -0.02 0.06 0.22
H 1.959303 -1.232513 -3.026598 -0.06 0.02 0.04 0.21
H -1.688944 1.603768 0.260032 0.03 -0.03 0.00 0.34
H -0.150554 2.425947 -0.083480 -0.01 -0.02 0.00 0.36
H -1.075761 1.698781 -1.401792 0.02 -0.03 0.03 0.32
H -1.649068 -1.215353 2.995502 0.06 0.05 -0.07 0.37
H -1.181740 -1.978793 1.482352 0.01 0.06 0.02 0.31
H -2.247908 -0.562936 1.469102 0.04 -0.01 0.01 0.30
```
Positions in Å, forces in eV/Å.

=====

# 2
Entry from the Open Molecules 2025 dataset: 7 unconnected molecules or ions with the total composition C15H46Cl2N2O8P3S (wB97M-V/def2-TZVPD).

Values from the calculation:
Charge: -1
Highest occupied orbital energy in eV: -3.652
Frontier orbital gap in eV: 5.51
Energy in hartree: -3653.14285

The geometry in XYZ format:
```
77
Properties=species:S:1:pos:R:3:forces:R:3:mulliken_charge:R:1
C -3.302247 -5.290564 2.334601 0.12 0.01 0.03 -1.28
C -2.777721 -4.317474 1.275771 0.29 -0.17 0.11 0.43
O -3.720161 -3.245431 1.156115 0.04 -0.23 0.00 -0.35
C -3.470961 -2.268018 0.218974 -0.17 0.21 -0.06 0.18
O -4.143203 -2.214281 -0.769138 0.10 0.03 0.01 -0.59
C -2.494835 -1.218067 0.697478 0.00 -0.05 0.06 0.28
C -2.190601 -0.097318 -0.304974 -0.47 0.22 -0.09 -0.52
C -0.839681 0.052886 -1.024009 -0.15 0.02 -0.13 -1.33
P 0.925531 0.174199 -0.207972 -0.97 0.96 -0.31 1.38
C 0.863979 2.092140 -0.319451 0.47 0.48 0.04 -2.01
N 1.178792 2.709921 -1.616949 -0.41 -0.01 -0.06 -0.26
C 0.113561 0.365599 1.612523 0.11 0.05 0.85 -0.73
C 0.747625 1.066084 2.795790 -0.41 0.54 -0.15 0.83
C 1.239301 0.279813 3.987277 0.19 0.12 0.12 -1.52
N 0.759236 2.348587 2.928075 0.21 -0.57 0.08 -1.04
P 0.920158 -2.241329 -0.098814 -0.47 -0.53 -0.36 0.38
S -0.294171 -3.211404 -1.370757 -0.27 -0.03 0.07 -0.60
C 2.765237 0.246053 0.670329 0.34 -0.07 0.12 -0.27
Cl 2.945034 -1.204812 1.749649 0.03 -0.08 0.11 -0.19
C 4.120038 0.393740 -0.031262 0.29 -0.41 0.46 0.49
C 5.313894 0.278829 0.924674 0.35 0.26 -0.15 -1.43
Cl 4.189253 2.050870 -0.708555 0.03 0.21 -0.20 -0.16
P 1.952182 -0.024416 -2.318666 1.14 0.75 0.09 0.92
C 2.480726 -1.717412 -2.835446 -0.17 -0.38 -0.34 -1.40
C 0.911398 0.417182 -3.770432 -0.44 -0.54 -0.24 -1.19
H -2.560206 -5.460675 3.119593 -0.08 0.01 -0.08 0.33
H -3.554760 -6.259994 1.901619 -0.04 0.08 0.01 0.30
H -4.197874 -4.879922 2.803475 0.05 0.00 -0.05 0.32
H -1.784808 -3.942358 1.551160 -0.14 0.14 0.01 -0.10
H -2.644199 -4.810190 0.310832 -0.14 0.09 -0.04 0.29
H -3.002415 -0.789649 1.575073 0.09 -0.10 -0.04 0.27
H -1.632550 -1.738294 1.110403 0.09 0.00 -0.15 -0.57
H -2.460234 0.861535 0.157859 0.21 -0.14 0.10 0.03
H -2.951704 -0.183680 -1.089975 0.21 -0.07 0.06 0.63
H -0.802548 -0.650287 -1.857733 0.17 -0.16 0.32 0.54
H -0.931604 1.031383 -1.514823 0.12 -0.14 0.01 0.23
H 1.535428 2.521621 0.429371 0.03 -0.13 -0.10 0.40
H -0.142940 2.402660 -0.011806 0.01 -0.29 0.04 0.61
H 1.762062 3.524261 -1.484490 0.08 -0.04 0.07 0.23
H 0.324764 3.061975 -2.034994 0.01 -0.09 -0.05 0.23
H -0.780365 0.970095 1.437952 0.06 -0.19 -0.33 0.46
H -0.241391 -0.596378 1.984046 0.17 -0.10 -0.23 0.08
H 0.827006 -0.728545 4.015546 0.01 0.04 -0.01 0.33
H 2.327735 0.192935 3.976367 -0.06 -0.01 -0.04 0.25
H 0.969724 0.834484 4.891071 -0.01 -0.14 -0.12 0.46
H 0.341612 2.788987 2.111702 0.08 0.05 -0.09 0.29
H 0.633344 -2.730227 1.193890 0.15 -0.12 0.12 0.16
H 2.194496 -2.776537 -0.323415 0.10 -0.02 0.26 0.23
H 2.776842 1.093279 1.365521 -0.44 -0.17 0.03 -0.43
H 4.271834 -0.346891 -0.814593 -0.28 0.38 -0.37 0.23
H 6.150798 0.848455 0.509171 -0.08 -0.12 0.02 0.47
H 5.088418 0.700938 1.907057 -0.01 -0.12 -0.02 0.30
H 5.642161 -0.757853 1.012681 -0.19 0.05 0.21 0.33
H 1.676896 -2.435613 -3.035880 0.11 0.08 0.16 0.26
H 3.025057 -1.564203 -3.776140 -0.01 0.06 0.09 0.50
H 3.196472 -2.158859 -2.136410 -0.09 0.08 -0.01 0.32
H 1.585027 0.769260 -4.559167 -0.09 0.07 0.10 0.41
H 0.372568 -0.455758 -4.161272 -0.01 0.08 0.08 0.33
H 0.176464 1.188491 -3.551921 0.17 0.02 0.03 0.31
O -3.733848 2.141466 -1.854431 -0.06 0.12 -0.17 -0.57
H -4.270011 1.772678 -2.563977 0.01 0.02 -0.05 0.33
H -4.356177 2.360762 -1.151336 0.18 0.09 0.13 0.26
O -4.747385 3.406558 0.610209 -0.21 -0.04 0.03 -0.62
H -4.738055 2.917391 1.438263 0.05 -0.05 0.00 0.30
H -4.455338 4.293133 0.838149 0.09 0.02 -0.05 0.30
O 3.665651 3.238237 3.058250 0.04 -0.19 -0.09 -0.75
H 2.771601 2.851963 3.068052 -0.13 0.23 0.12 0.41
H 3.956826 3.133471 2.145875 0.02 0.02 -0.04 0.29
O -6.518701 2.599495 -3.092166 -0.09 -0.03 -0.02 -0.65
H -6.595559 2.155346 -2.242053 -0.07 -0.01 0.01 0.31
H -6.208286 3.483750 -2.875124 0.08 0.00 0.01 0.33
O 1.997854 5.626600 -0.114742 0.02 0.00 -0.09 -0.56
H 1.739530 6.550323 -0.056371 -0.02 0.02 0.02 0.26
H 2.940164 5.647743 -0.307951 0.04 -0.05 0.07 0.30
O 0.848563 -6.049339 -2.980593 0.02 0.04 -0.20 -0.65
H 0.525487 -5.150172 -2.807258 -0.04 -0.04 0.29 0.35
H 1.794212 -5.929228 -3.099397 0.04 0.00 0.02 0.29
```
Positions in Å, forces in eV/Å.

=====

# 3
Entry from the Open Molecules 2025 dataset: a molecular structure, C30H64NO18S (wB97M-V/def2-TZVPD).

Values from the calculation:
Charge: -1
Highest occupied orbital energy in eV: -4.561
ΔE to the lowest compared entry with this formula, charge and spin in kcal per mole: 333.6
Frontier orbital gap in eV: 6.65
Energy in hartree: -2987.72650

The geometry in XYZ format:
```
114
Properties=species:S:1:pos:R:3:forces:R:3:mulliken_charge:R:1
N -97.182090 -5.943848 -15.179757 0.75 2.57 1.29 2.28
H -96.429601 -6.491133 -14.567605 -1.59 1.92 -2.40 -0.36
H -97.432068 -5.041087 -14.812670 -0.30 0.41 1.19 -1.03
H -98.002617 -6.582740 -15.118786 1.03 1.60 1.13 0.24
H -97.155686 -5.839598 -16.277870 2.14 0.66 3.70 -0.25
S -100.001243 -4.070202 -15.569718 -6.05 -0.68 -2.04 1.43
O -101.027165 -5.148601 -15.743594 0.10 -0.25 1.01 -0.97
O -100.724441 -2.857774 -15.703552 -0.64 3.23 -0.04 -0.86
O -99.366104 -4.166909 -14.309119 3.72 0.87 2.09 -0.98
O -99.056787 -4.222576 -16.641010 2.88 0.97 -0.94 -0.66
O -94.709084 -8.024618 -13.085494 2.48 -2.14 -3.07 -0.29
C -94.200059 -8.857093 -13.899719 -1.58 3.02 2.56 0.56
O -93.099752 -8.631851 -14.699942 -1.49 -1.36 1.18 -0.31
C -92.389177 -7.404914 -14.724338 1.13 -0.29 0.48 0.79
C -91.090300 -7.561757 -15.484680 1.04 -3.49 -3.48 -1.40
C -94.838119 -10.244482 -13.996049 -1.03 1.10 4.26 -0.97
H -92.136508 -6.956336 -13.803574 0.63 -0.87 2.39 0.25
H -93.040225 -6.604900 -14.893478 -1.26 0.98 -2.28 -0.46
H -91.263490 -7.993760 -16.620883 0.03 0.97 2.71 0.21
H -90.223971 -8.326653 -15.123127 -2.48 1.74 -0.07 0.28
H -90.577785 -6.656233 -15.705923 0.19 1.06 0.30 0.42
H -95.969388 -10.207051 -13.424283 3.63 -0.04 -1.34 0.05
H -94.097176 -10.943425 -13.483513 -1.31 0.46 -1.01 0.32
H -95.076465 -10.405238 -14.974373 -0.17 -1.18 -2.69 0.38
O -94.300953 -4.728868 -14.334887 -2.04 -3.03 1.04 0.31
C -93.313168 -4.100745 -14.457945 -0.36 1.55 1.54 0.79
O -92.521883 -3.823060 -13.437803 1.69 1.53 0.12 -0.42
C -92.676870 -4.341561 -12.123368 3.53 1.36 -0.16 0.45
C -91.780578 -3.572517 -11.105937 -4.03 2.12 0.08 -1.60
C -92.928446 -3.426705 -15.668313 3.11 0.19 0.51 -1.69
H -92.360196 -5.318613 -12.237496 0.90 -2.30 0.42 0.18
H -93.617814 -4.399792 -11.831058 -4.58 0.19 1.09 -0.11
H -91.664085 -4.055450 -10.179826 -0.29 -1.28 1.10 0.46
H -92.249091 -2.511742 -10.735939 1.37 -2.30 -1.59 0.19
H -90.851996 -3.571521 -11.528939 2.62 0.99 -1.08 0.53
H -92.260287 -4.224213 -16.091651 0.75 1.85 -0.21 0.29
H -92.884726 -2.330262 -15.457319 2.07 -0.66 0.08 0.33
H -93.667481 -3.275529 -16.330429 -1.45 -1.24 -1.84 0.38
O -94.037967 -5.069247 -8.599560 -2.37 -0.21 -0.74 -0.61
C -95.131208 -4.615490 -8.970684 3.93 2.46 0.64 0.76
O -95.974642 -5.152223 -9.803068 -2.13 3.30 2.11 -0.21
C -95.760287 -6.326829 -10.421460 0.49 -4.26 1.85 -0.38
C -97.012454 -6.643381 -11.203883 2.79 13.80 9.26 -2.29
C -95.415033 -3.103137 -8.637417 2.08 -1.11 1.62 -0.99
H -95.626521 -7.196636 -9.493639 0.38 2.03 -2.77 0.18
H -94.896601 -6.073614 -11.004876 0.85 -1.45 -0.63 0.19
H -97.870836 -6.797857 -10.447342 2.85 3.39 -0.94 0.31
H -96.855913 -7.300757 -11.790270 2.09 -7.81 -7.19 2.32
H -97.181448 -5.732215 -11.794265 0.67 0.22 0.89 0.05
H -95.805999 -3.116555 -7.609738 0.89 0.16 0.27 0.36
H -96.255905 -2.741622 -9.078072 -2.23 1.01 -2.20 0.30
H -94.524188 -2.352670 -8.776237 -1.59 -1.97 0.37 0.19
O -98.074677 -6.682959 -13.222834 -4.10 -0.96 2.17 -0.24
C -98.941934 -6.505752 -12.331887 0.14 0.77 -4.37 1.12
O -99.160158 -7.312993 -11.311711 -2.46 -2.27 -0.24 -0.42
C -98.343942 -8.450080 -10.999021 -0.85 -3.57 -0.37 0.05
C -98.861707 -9.194222 -9.804477 -5.00 -0.65 -1.77 -1.66
C -99.924388 -5.362832 -12.383711 -2.29 -4.44 4.31 -0.34
H -97.467749 -7.879886 -10.614333 -0.86 -4.69 0.24 -0.19
H -98.137236 -9.176224 -11.877386 -0.31 1.63 1.13 0.16
H -99.102341 -8.503949 -9.007666 0.26 -0.06 0.48 0.35
H -98.159197 -9.928148 -9.608394 1.50 -1.27 0.99 0.46
H -99.903966 -9.834798 -10.008317 2.45 1.71 0.42 0.27
H -100.249942 -5.170572 -13.318176 -0.63 0.16 -2.50 0.11
H -99.696161 -4.449852 -11.910697 0.51 0.37 0.60 -0.23
H -100.848192 -5.834451 -11.889156 1.12 0.94 0.04 0.27
O -100.917150 -1.246111 -10.522775 1.66 -0.40 -0.58 -0.57
C -99.774301 -0.881012 -10.300926 -2.47 1.94 2.35 0.80
O -98.654444 -1.087632 -10.941589 0.24 -1.20 -2.00 -0.44
C -98.605023 -2.114181 -12.079963 0.87 -0.79 2.45 0.02
C -97.142353 -2.490314 -12.276624 -3.98 -7.07 3.14 -1.04
C -99.536555 0.087674 -9.056004 1.47 0.35 -5.02 -1.32
H -99.002812 -1.895732 -13.050926 -0.84 1.23 0.03 0.41
H -99.159139 -3.019644 -11.743297 0.54 1.29 0.00 0.09
H -97.286752 -3.136011 -13.160217 0.45 -0.46 0.55 0.09
H -96.639889 -3.127087 -11.466459 -1.17 0.76 -0.76 -0.60
H -96.468978 -1.883184 -12.567748 4.55 4.55 -1.02 1.64
H -98.577980 -0.065023 -8.704710 1.77 -0.42 1.36 0.29
H -100.291807 0.212250 -8.424333 -3.19 -1.08 3.10 0.48
H -99.562186 1.140404 -9.367261 0.58 -0.09 -0.99 0.31
O -94.882635 -6.810733 -16.928504 2.05 -1.61 -4.51 -0.11
C -94.695031 -7.506677 -17.958145 -1.63 0.91 1.84 0.59
O -94.689022 -7.038816 -19.343342 0.45 -1.01 4.26 -0.38
C -94.796939 -5.619659 -19.442523 -0.04 1.06 -1.41 -0.06
C -96.256915 -5.173635 -19.618599 1.44 -5.37 -2.36 -1.19
C -94.744798 -9.052748 -17.881741 1.96 0.44 -5.55 -1.01
H -94.171335 -5.381770 -20.315359 -0.24 -0.08 -0.02 0.39
H -94.302794 -5.025511 -18.618719 -0.74 -1.04 -0.33 -0.05
H -96.786469 -5.332417 -18.652568 6.54 8.46 -7.08 0.50
H -97.005122 -5.588535 -20.535100 2.50 0.32 2.54 0.13
H -96.265918 -4.243081 -19.797107 0.21 7.40 -1.31 0.75
H -94.655414 -9.525986 -16.958475 -0.38 -0.19 1.57 -0.07
H -93.857834 -9.509509 -18.562017 -1.50 1.25 1.60 0.33
H -95.569770 -9.369203 -18.582249 0.25 0.28 1.38 0.33
C -97.205239 -1.235093 -14.670832 -3.41 -2.15 3.92 -0.35
C -95.911829 -1.690732 -15.044422 6.55 1.02 -1.32 0.12
O -94.828636 -1.027116 -14.687080 -4.26 -2.87 -1.40 -0.73
C -95.734179 -2.996059 -15.894224 7.21 5.67 5.35 0.27
H -97.122665 -1.085359 -13.434860 -0.58 1.70 -4.73 0.26
H -97.925011 -2.231707 -14.594972 1.34 2.74 -1.23 -0.46
H -97.638190 -0.458605 -15.319242 0.17 -0.28 0.48 0.43
H -95.585880 -3.746093 -15.059806 0.93 1.09 -0.43 -0.33
H -94.841997 -3.039661 -16.500922 -2.13 0.32 -0.37 0.74
H -96.490437 -3.467045 -16.049898 -9.71 -4.25 -4.01 0.20
C -99.719126 -7.334001 -16.535941 0.34 -1.29 2.38 -1.15
C -98.340635 -6.931494 -17.003172 2.55 -2.59 -2.82 0.38
O -97.152664 -7.396200 -16.481674 -7.17 -2.93 -6.03 -0.37
C -98.160115 -5.924718 -18.182337 -3.47 -2.20 4.04 0.05
H -100.312281 -7.973909 -17.261888 1.33 0.00 0.90 0.43
H -100.545718 -6.598791 -16.281679 1.41 1.05 -0.73 0.39
H -99.579351 -7.681680 -15.407286 -0.42 -0.61 -2.38 0.03
H -98.799757 -6.078127 -19.086125 0.78 -0.04 0.76 0.64
H -97.106607 -5.817224 -18.325572 -6.19 -9.35 5.74 -0.80
H -98.485538 -4.857143 -17.654196 0.04 -1.97 -1.02 0.34
```
Positions in Å, forces in eV/Å.

=====

# 4
Entry from the Open Molecules 2025 dataset: a single C2H4N4 molecule (wB97M-V/def2-TZVPD).

Values from the calculation:
Highest occupied orbital energy in eV: -8.531
ΔE to the lowest compared entry with this formula, charge and spin in kcal per mole: 72.5
SMILES string: Nc1cnn[nH]1
Frontier orbital gap in eV: 9.00
Energy in hartree: -297.52871

The geometry in XYZ format:
```
10
Properties=species:S:1:pos:R:3:forces:R:3:nbo_charge:R:1
N 1.533806 -0.083347 -0.018974 5.28 1.66 -0.84 -0.87
C 0.223009 0.090575 -0.154845 -2.28 -2.99 1.18 0.29
C -0.698796 1.134620 -0.039620 4.06 0.63 -0.73 -0.15
N -1.868306 0.585795 0.064978 -4.22 -2.20 -1.40 -0.24
N -1.912193 -0.727496 -0.097224 2.48 1.76 1.40 -0.08
N -0.528752 -1.142850 -0.202811 -2.09 1.16 1.55 -0.44
H 2.189886 0.616457 -0.630930 -1.94 -2.58 2.75 0.41
H 1.896744 -0.613613 0.844513 -0.53 1.58 -2.29 0.41
H -0.418428 2.257661 -0.118499 -0.98 -2.24 0.44 0.23
H -0.416970 -2.117805 0.353412 0.22 3.21 -2.07 0.43
```
Positions in Å, forces in eV/Å.

=====

Q: What is the energy in the first record?
A: -403.29096 hartree